Record 1
DFT (ωB97M-V/def2-TZVPD) results for a single CH4N2OS molecule.

Results
DFT total energy in eV: -16964.81590
HOMO-LUMO gap in Eh: 0.3745
LUMO in eV: 0.44
Net charge: 0

Structure (XYZ):
```
9
CH4N2OS (ωB97M-V/def2-TZVPD)
N -1.9791 -0.6437 0.1323
C -0.8799 0.1666 -0.0650
O -1.0005 1.3585 -0.0574
N 0.2262 -0.5914 -0.2942
S 1.7701 0.0217 0.0188
H -2.8006 -0.1617 0.4582
H -1.9637 -1.6492 0.0758
H 0.2233 -1.6664 -0.2321
H 1.7730 -0.0921 1.3794
```

Mulliken atomic charge list, values in e, 8 entries: N -0.40; C 0.64; O -0.56; N -0.34; S -0.13; H 0.21; H 0.17; H 0.29

***

Record 2
DFT (ωB97M-V/def2-TZVPD) results for a single CH4N2OS molecule.

Results
DFT total energy in eV: -16965.18892
HOMO-LUMO gap in Eh: 0.3894
LUMO in eV: 0.69
Net charge: 0

Structure (XYZ):
```
9
CH4N2OS (ωB97M-V/def2-TZVPD)
N 0.4857 0.1933 -1.2171
C -0.2576 0.7694 -0.2381
O -1.0642 1.6730 -0.3714
N -0.0649 0.2348 1.0546
S 0.6296 -1.2827 1.3675
H 1.1657 -0.5080 -1.0161
H 0.2818 0.5039 -2.1640
H -0.8552 0.4588 1.6592
H -0.3208 -2.0426 0.9253
```

Mulliken atomic charge list, values in e, 8 entries: N -0.35; C 0.60; O -0.61; N -0.29; S -0.20; H 0.19; H 0.23; H 0.29

***

Record 3
DFT (ωB97M-V/def2-TZVPD) results for a single CH4N2OS molecule.

Results
DFT total energy in eV: -16962.27637
HOMO-LUMO gap in Eh: 0.3166
LUMO in eV: 0.36
Net charge: 0

Structure (XYZ):
```
9
CH4N2OS (ωB97M-V/def2-TZVPD)
N 0.2860 1.2162 -0.0812
C 0.8154 0.0752 -0.0122
S 2.3875 -0.4989 -0.1835
N -0.1931 -0.8268 0.2351
O -1.3837 -0.6500 -0.4460
H -0.7761 1.3927 0.3118
H 0.6060 2.1535 -0.2490
H 0.3247 -1.7440 0.2808
H -2.0667 -1.1181 0.1443
```

Mulliken atomic charge list, values in e, 8 entries: N -0.34; C 0.30; S -0.40; N -0.23; O -0.44; H 0.30; H 0.20; H 0.25

***

Record 4
DFT (ωB97M-V/def2-TZVPD) results for a single CH4N2OS molecule.

Results
DFT total energy in eV: -16964.77870
HOMO-LUMO gap in Eh: 0.3781
LUMO in eV: 0.70
Net charge: 0

Structure (XYZ):
```
9
CH4N2OS (ωB97M-V/def2-TZVPD)
N -1.0554 -0.2440 -0.5512
C 0.0999 0.5069 -0.6015
O 0.2880 1.4567 -1.4057
N 1.0569 0.1055 0.3514
S 0.7155 -1.1554 1.3647
H -1.0722 -1.2576 -0.6613
H -1.7262 0.2193 -1.1404
H 1.7717 0.8216 0.4036
H -0.0781 -0.4529 2.2404
```

Mulliken atomic charge list, values in e, 8 entries: N -0.46; C 0.59; O -0.61; N -0.24; S -0.18; H 0.24; H 0.24; H 0.25

***

Record 5
DFT (ωB97M-V/def2-TZVPD) results for a single CH4N2OS molecule.

Results
DFT total energy in eV: -16960.96064
HOMO-LUMO gap in Eh: 0.3321
LUMO in eV: 0.69
Net charge: 0

Structure (XYZ):
```
9
CH4N2OS (ωB97M-V/def2-TZVPD)
O 0.9272 -1.3798 1.7341
N -0.2991 -0.7570 1.5037
C -0.6093 -0.1243 0.4701
N 0.3865 0.0012 -0.3985
S -0.2441 1.1050 -1.6288
H 1.3053 -1.6695 0.6832
H -0.9823 -1.3907 2.0357
H -1.5801 0.3802 0.5500
H 0.7894 2.0750 -1.6377
```

Mulliken atomic charge list, values in e, 8 entries: O -0.44; N -0.03; C 0.08; N -0.55; S -0.24; H 0.40; H 0.28; H 0.37

***

Record 6
DFT (ωB97M-V/def2-TZVPD) results for a single CH4N2OS molecule.

Results
DFT total energy in eV: -16961.55074
HOMO-LUMO gap in Eh: 0.3486
LUMO in eV: 0.59
Net charge: 0

Structure (XYZ):
```
9
CH4N2OS (ωB97M-V/def2-TZVPD)
O 0.8771 0.3233 2.3906
N 0.6631 0.1074 0.9551
C -0.5710 -0.3774 0.6745
N -1.2397 -0.3141 -0.4208
S 0.0101 0.0517 -1.8025
H 1.6987 -0.1787 2.4394
H 0.7172 0.8894 0.3367
H -1.0783 -0.8908 1.5869
H -1.0531 0.4773 -2.4347
```

Mulliken atomic charge list, values in e, 8 entries: O -0.38; N -0.28; C 0.24; N -0.44; S -0.22; H 0.37; H 0.23; H 0.31

***

Record 7
DFT (ωB97M-V/def2-TZVPD) results for a single CH4N2OSi molecule.

Results
DFT total energy in eV: -14003.57853
HOMO-LUMO gap in Eh: 0.3889
LUMO in eV: -0.40
Net charge: 0

Structure (XYZ):
```
9
CH4N2OSi (ωB97M-V/def2-TZVPD)
N -2.4329 1.1952 -0.2689
C -1.8794 0.1971 -0.0500
O -1.4021 -0.9279 0.2630
N 0.1153 -1.0909 -0.2073
Si 1.1881 0.2527 0.2505
H 0.1670 -1.3700 -1.1558
H 0.5170 1.4376 -0.1689
H 2.5483 0.2371 -0.4047
H 1.1788 0.0691 1.7420
```

Mulliken atomic charge list, values in e, 8 entries: N -0.40; C 0.51; O -0.35; N -0.21; Si 0.42; H 0.26; H -0.08; H -0.08

***

Record 8
DFT (ωB97M-V/def2-TZVPD) results for a molecular structure, CH4N2P2.

Results
DFT total energy in eV: -22657.69344
HOMO-LUMO gap in Eh: 0.2967
LUMO in eV: -0.90
Net charge: 0

Structure (XYZ):
```
9
CH4N2P2 (ωB97M-V/def2-TZVPD)
C 0.3748 -0.7943 -0.1323
N 0.9830 -1.3352 -0.9309
N 2.1449 0.2959 1.5409
P -0.7695 -0.1879 1.0294
P 0.7013 0.3758 2.3508
H 2.5310 -0.0409 0.6959
H 2.9555 0.3375 2.1202
H -3.6224 -0.0460 0.8342
H -3.9369 -0.7973 0.9043
```

Mulliken atomic charge list, values in e, 8 entries: C 0.31; N -0.39; N -0.39; P -0.08; P 0.04; H 0.27; H 0.25; H -0.11

***

Record 9
DFT (ωB97M-V/def2-TZVPD) results for a single CH4N2S molecule.

Results
DFT total energy in eV: -14914.07226
HOMO-LUMO gap in Eh: 0.3712
LUMO in eV: 0.89
Net charge: 0

Structure (XYZ):
```
8
CH4N2S (ωB97M-V/def2-TZVPD)
S -2.3763 -0.0690 -0.0547
N -0.8189 0.5981 0.6452
C 0.3890 -0.1765 0.4646
N 0.1545 0.9256 -0.3037
H -2.1070 -0.4006 -1.2907
H 0.3402 -1.0092 -0.1446
H 1.1182 -0.3303 1.2538
H 0.5637 1.7625 -0.0606
```

Mulliken analysis output, partial charges in e: S -0.15; N -0.21; C 0.03; N -0.44; H 0.13; H 0.19; H 0.23; H 0.20

***

Record 10
DFT (ωB97M-V/def2-TZVPD) results for a single CH4N2S molecule.

Results
DFT total energy in eV: -14915.64558
HOMO-LUMO gap in Eh: 0.3406
LUMO in eV: 0.78
Net charge: 0

Structure (XYZ):
```
8
CH4N2S (ωB97M-V/def2-TZVPD)
N 1.1871 -0.4227 0.2070
N -0.0949 0.1561 0.2852
C -0.8545 0.2092 -0.8038
S -2.2398 1.0505 -0.6861
H 1.1745 -1.3151 0.7347
H 1.6794 0.3485 0.6952
H -0.5929 0.3821 1.1552
H -0.2590 -0.4086 -1.5873
```

Mulliken analysis output, partial charges in e: N -0.56; N -0.07; C -0.01; S -0.41; H 0.24; H 0.27; H 0.23; H 0.30

***

Record 11
DFT (ωB97M-V/def2-TZVPD) results for a molecular structure, CH4N2S2.

Results
DFT total energy in eV: -25749.36893
HOMO-LUMO gap in Eh: 0.3470
LUMO in eV: 0.47
Net charge: 0

Structure (XYZ):
```
9
CH4N2S2 (ωB97M-V/def2-TZVPD)
C -0.3154 -0.4287 -0.3333
H 1.7410 0.3031 1.1106
H 1.2387 -1.8873 -0.7141
H -1.0668 -0.9054 -0.9245
H -2.1470 2.2804 0.8414
N 0.9718 -0.7236 -0.9657
N -0.4407 0.4310 0.6382
S 2.2593 0.1949 -0.2221
S -2.2410 0.7356 0.5694
```

Mulliken atomic charge list, values in e, 8 entries: C 0.08; H 0.18; H 0.34; H 0.38; H 0.18; N -0.38; N -0.41; S -0.15

***

Record 12
DFT (ωB97M-V/def2-TZVPD) results for a molecular structure, CH4N2S2.

Results
DFT total energy in eV: -25747.39815
HOMO-LUMO gap (spin up / spin down) in Eh: 0.2788 / 0.2837
LUMO (spin up / spin down) in eV: -1.10 / -0.42
Net charge: 0

Structure (XYZ):
```
9
CH4N2S2 (ωB97M-V/def2-TZVPD)
C -0.3829 -0.7818 0.1477
N 0.2804 -0.2105 -0.9502
N 0.3202 -1.5122 -0.8136
S 2.2782 0.9133 -0.3508
S 3.3998 -0.5578 0.3521
H -0.0280 -0.3599 1.0897
H -1.4774 -0.6345 0.2671
H -0.2080 0.2771 -1.6187
H 1.2638 1.0988 0.6838
```

Mulliken atomic charge list, values in e, 8 entries: C -0.03; N -0.08; N -0.51; S -0.02; S -0.20; H 0.19; H 0.27; H 0.20

***

Record 13
DFT (ωB97M-V/def2-TZVPD) results for a molecular structure, CH4N2Si.

Results
DFT total energy in eV: -11954.44976
HOMO-LUMO gap in Eh: 0.3313
LUMO in eV: -0.38
Net charge: 0

Structure (XYZ):
```
8
CH4N2Si (ωB97M-V/def2-TZVPD)
C -1.3529 0.0217 -0.1600
N -0.4284 1.1358 -0.2581
N -0.5039 0.1204 0.9665
Si 0.9738 0.1768 0.0958
H -2.4129 0.1884 -0.1358
H -1.0469 -0.8781 -0.6968
H 1.4719 -1.1579 -0.5835
H 2.6523 1.4451 0.1690
```

Mulliken analysis output, partial charges in e: C -0.09; N -0.31; N -0.32; Si 0.38; H 0.23; H 0.19; H -0.04; H -0.03

***

Record 14
DFT (ωB97M-V/def2-TZVPD) results for 2 unconnected molecules or ions with the total composition CH4N3.

Results
DFT total energy in eV: -5558.63055
HOMO-LUMO gap (spin up / spin down) in Eh: 0.2383 / 0.2385
LUMO (spin up / spin down) in eV: -7.05 / -7.04
Net charge: +1

Structure (XYZ):
```
8
CH4N3 (ωB97M-V/def2-TZVPD)
C -1.3308 0.7654 0.1895
N 2.1976 -0.2236 0.0663
N 1.1851 0.3297 -0.0538
N -1.8883 -0.2653 -0.0892
H 3.0760 0.2658 -0.0970
H 0.9937 1.4045 0.0028
H -1.3563 -1.1338 0.1676
H -2.7736 -0.2492 -0.4401
```

Mulliken analysis output, partial charges in e: C 0.27; N -0.29; N -0.09; N -0.06; H 0.28; H 0.27; H 0.35; H 0.28

***

Record 15
DFT (ωB97M-V/def2-TZVPD) results for a gas-phase ion, CH4N3O (charge +1).

Results
DFT total energy in eV: -7609.66104
HOMO-LUMO gap in Eh: 0.3411
LUMO in eV: -5.99
Net charge: +1

Structure (XYZ):
```
9
CH4N3O (ωB97M-V/def2-TZVPD)
N -0.8733 0.0545 0.7512
C -0.4748 -0.2971 -0.3951
N 0.7131 -0.0140 -0.8713
N -1.7995 -0.4984 -1.4620
O -1.4178 -0.4938 -2.5563
H -1.9499 0.2380 0.8956
H -0.1713 0.2753 1.3782
H 1.0612 -0.3521 -1.8387
H 1.4557 0.3739 -0.2806
```

Mulliken atomic charge list, values in e, 8 entries: N -0.31; C 0.58; N -0.37; N 0.21; O -0.17; H 0.32; H 0.21; H 0.30

***

Record 16
DFT (ωB97M-V/def2-TZVPD) results for 2 unconnected molecules or ions with the total composition CH4N3O2.

Results
DFT total energy in eV: -9661.91577
HOMO-LUMO gap (spin up / spin down) in Eh: 0.1800 / 0.2143
LUMO (spin up / spin down) in eV: 4.32 / 4.32
Net charge: -1

Structure (XYZ):
```
10
CH4N3O2 (ωB97M-V/def2-TZVPD)
C 0.3569 -0.4611 0.2836
N -0.4807 -1.0000 -0.7844
N -2.8093 -0.8292 0.7014
N -1.4643 -0.3849 -1.1364
O -1.4506 1.1068 -0.9302
O -3.7630 -0.0767 0.8933
H 0.7885 -1.3277 0.8496
H 1.2728 0.0659 -0.0339
H -0.3014 0.1797 0.9312
H -2.3301 1.4732 -0.9008
```

Mulliken atomic charge list, values in e, 8 entries: C -0.66; N -0.25; N -0.13; N -0.13; O -0.46; O -0.47; H 0.22; H 0.27

***

Record 17
DFT (ωB97M-V/def2-TZVPD) results for a molecular structure, CH4N3P.

Results
DFT total energy in eV: -14856.27138
HOMO-LUMO gap (spin up / spin down) in Eh: 0.2288 / 0.3516
LUMO (spin up / spin down) in eV: -1.20 / 0.77
Net charge: 0

Structure (XYZ):
```
9
CH4N3P (ωB97M-V/def2-TZVPD)
C 0.5258 1.0045 0.2453
N -1.0467 1.0984 0.0712
N 1.2509 -0.3488 0.4185
N 0.2846 -1.1874 0.0865
P -1.3668 -0.5364 0.1178
H 0.7514 1.6386 0.9976
H 1.0056 1.3928 -0.7825
H 0.3237 -2.1859 -0.0399
H -1.7286 -0.8759 -1.1146
```

Mulliken atomic charge list, values in e, 8 entries: C -0.28; N -0.31; N -0.40; N -0.01; P 0.15; H 0.33; H 0.22; H 0.23

***

Record 18
DFT (ωB97M-V/def2-TZVPD) results for 2 unconnected molecules or ions with the total composition CH4N4.

Results
DFT total energy in eV: -7039.15845
HOMO-LUMO gap in Eh: 0.3736
LUMO in eV: -11.90
Net charge: +2

Structure (XYZ):
```
9
CH4N4 (ωB97M-V/def2-TZVPD)
C 0.7611 0.1826 -0.2930
N -2.4648 0.0130 0.5042
N -1.4938 -0.1401 1.0922
N 0.3529 -0.2297 -1.4479
N 1.1480 0.6873 0.6558
H 0.1579 -1.3364 -1.5339
H 0.6923 0.3404 -2.2577
H 1.5613 0.9064 1.5170
H -0.7150 -0.4236 1.7634
```

Mulliken atomic charge list, values in e, 8 entries: C 0.46; N 0.18; N 0.31; N -0.42; N -0.04; H 0.38; H 0.34; H 0.34

***

Record 19
DFT (ωB97M-V/def2-TZVPD) results for a single CH4N4O molecule.

Results
DFT total energy in eV: -9107.19768
HOMO-LUMO gap in Eh: 0.3729
LUMO in eV: 0.52
Net charge: 0

Structure (XYZ):
```
10
CH4N4O (ωB97M-V/def2-TZVPD)
H 1.5391 -1.6872 0.4989
N 1.6152 -0.6736 0.4358
C 0.5804 -0.0469 0.0010
N 0.5504 1.3130 -0.2253
N -0.6239 -0.7663 -0.2903
N -1.8820 -0.5553 -0.1221
O -2.2147 0.4098 0.5039
H 1.2890 1.9593 0.0963
H -0.4663 1.6051 -0.1194
H -0.3871 -1.5579 -0.7788
```

Mulliken atomic charge list, values in e, 8 entries: H 0.22; N -0.65; C 0.54; N -0.45; N 0.15; N -0.14; O -0.44; H 0.26

***

Record 20
DFT (ωB97M-V/def2-TZVPD) results for a molecular structure, CH4N4O2.

Results
DFT total energy in eV: -11149.25921
HOMO-LUMO gap (spin up / spin down) in Eh: 0.2351 / 0.3291
LUMO (spin up / spin down) in eV: -1.11 / 0.03
Net charge: 0

Structure (XYZ):
```
11
CH4N4O2 (ωB97M-V/def2-TZVPD)
C 0.4885 -1.1877 -0.3996
N 0.1430 -0.2020 -1.4165
N 0.5706 0.7248 -0.4761
N 0.8098 -0.1544 0.4909
N -1.0815 0.7773 1.6945
O -1.6913 0.4875 2.6855
O -1.2136 1.7827 1.0097
H -0.2358 -1.9162 -0.1400
H 1.3491 -1.6536 -0.6711
H 0.6318 -0.2766 -2.3848
H 0.2294 1.6182 -0.3925
```

Mulliken atomic charge list, values in e, 8 entries: C -0.05; N -0.44; N 0.19; N -0.43; N 0.56; O -0.48; O -0.47; H 0.24

***

Strongest force on any atom for the records above, in order: 3.4, 1.6, 9.0, 3.5, 9.5, 4.0, 3.8, 2.3, 3.3, 2.2, 4.9, 4.0, 4.1, 7.5, 4.6, 2.8, 4.5, 7.5, 2.7, 4.4 eV Å⁻¹
Relative energy (zero: lowest compared OMol25 entry of this formula, charge and spin) for the records above, in order: 0.3730, 0.0000, 2.9125, 0.4102, 4.2283, 3.6382, 5.2868, 0.8155, 3.5322, 1.9589, 3.1209, 5.0917, 4.8968, 6.2544, 3.3470, 5.0050, 4.4750, 1.2494, 0.9924, 6.0156 eV